# C24H31N3O4

A molecular structure, C24H31N3O4 (ωB97M-V with the def2-TZVPD basis set, the Open Molecules 2025 dataset).

Structure (XYZ):
```
62
Properties=species:S:1:pos:R:3:forces:R:3
C -3.643696 -2.555372 -2.492322 -9.2 -1.1 0.9
C -4.369950 -1.953479 -1.218283 4.1 3.3 -3.4
H -3.713837 -2.151813 -0.475528 2.0 -0.5 3.0
H -5.204669 -2.449763 -1.016836 -4.0 -1.6 0.6
C -4.591775 -0.241314 -1.209378 3.2 -7.9 -8.1
C -3.257631 0.443241 -1.133254 -0.4 -0.4 -0.1
N -2.540998 0.143001 0.220862 -1.2 1.9 -5.7
C -1.457911 1.114319 0.109011 0.5 -2.1 2.5
O -1.420511 2.225633 0.534752 -1.0 1.6 -0.1
N -0.390162 0.390108 -0.184057 2.0 -2.9 -4.6
C -0.234824 -1.096834 -0.868781 0.0 3.0 7.3
H -1.184317 -1.395115 -0.770327 -3.5 -1.9 0.6
H 0.384452 -1.376141 0.076142 -0.7 -1.0 -2.6
C 0.232746 -1.122498 -2.183970 11.4 4.9 11.6
H 0.379448 -1.970194 -2.452727 2.1 -10.8 -2.8
C 1.681822 -0.406306 -2.172206 -5.6 2.0 2.6
C 2.700683 -1.044066 -1.355394 0.3 -0.6 -4.0
O 2.594542 -2.042741 -0.694971 0.2 -0.2 1.6
N 3.830412 -0.598181 -1.950764 4.1 -8.1 8.2
H 4.083988 0.091629 -2.420557 0.9 8.0 -5.4
C 5.173328 -0.948441 -1.165482 -5.5 -5.8 -0.1
C 5.709333 -0.174518 -0.177381 -2.7 4.3 4.8
C 5.124712 0.216109 1.019786 4.9 2.1 0.5
C 5.963228 1.256349 1.551064 -0.2 2.7 -5.0
C 6.709702 1.861997 0.266159 -3.5 -4.6 10.0
O 6.481189 0.845459 -0.517507 4.2 1.3 -5.2
C 7.802931 2.841005 0.553220 2.0 -6.5 -14.9
H 7.550076 3.348488 -0.634038 1.7 0.3 3.6
H 8.873400 2.222924 0.319516 -2.7 2.0 0.9
H 7.795809 3.327013 1.348744 -0.6 4.5 6.7
H 5.770270 1.939090 2.347335 -0.2 -0.1 0.9
H 4.361945 -0.060950 1.606294 -2.7 -2.0 1.5
H 4.832968 -1.996436 -0.633172 1.0 2.5 -1.4
H 5.969483 -1.153924 -1.739151 2.2 -1.1 -3.4
C 1.490781 1.134368 -1.616148 0.4 -4.3 -5.4
C 0.865275 0.929654 -0.405499 1.4 5.5 10.0
H 0.711707 2.208034 0.078184 0.8 -3.8 -0.8
H 1.657369 0.268984 0.492093 -1.9 2.2 -2.7
H 2.426958 1.597808 -1.714506 1.2 0.8 0.8
H 0.870142 1.541373 -2.383207 -0.8 0.8 -0.3
H 1.814579 -0.365158 -3.158670 2.0 0.1 -3.8
H -0.298496 -0.818772 -2.787390 -9.7 6.5 -10.6
C -3.423807 0.215353 1.190732 -7.2 -0.1 4.4
C -2.969246 0.339740 2.578612 3.0 -0.4 -13.1
C -3.781434 0.298620 3.450697 -12.4 -0.1 12.6
C -5.387549 0.130091 3.414377 11.8 1.2 -7.0
C -5.811803 -0.016154 2.188566 3.0 0.6 -0.5
C -5.016238 0.046044 1.126996 8.7 0.9 -6.7
O -5.515004 -0.055618 -0.405631 -4.9 3.1 9.6
H -6.669716 -0.209353 1.835315 -7.3 -1.3 -1.4
H -5.944395 0.093190 4.126237 -5.8 -0.4 8.8
C -3.337523 0.406518 4.872951 -1.3 -2.7 3.0
H -4.220682 0.088735 5.602692 1.8 0.4 -1.5
H -3.108509 1.364613 5.262160 0.5 1.2 -0.2
H -2.484458 -0.285173 5.151090 -0.8 0.8 -0.5
H -1.991309 0.189999 2.595395 4.5 0.1 1.1
H -2.609007 0.311653 -2.012354 -0.1 -1.0 0.5
H -3.563862 1.449873 -1.320814 0.4 1.5 1.1
H -5.131232 -0.305523 -2.316205 1.7 1.4 2.1
H -2.762803 -2.259381 -2.598288 7.5 3.5 -1.1
H -4.344586 -2.201328 -3.336437 1.5 -1.2 0.6
H -3.461337 -3.626470 -2.397747 -1.0 -0.3 -0.2
```
Forces are in eV/Å.

Properties
Orbital gap (eV): 7.71
Charge: 0
Relative energy (zero: lowest compared OMol25 entry of this formula, charge and spin) (eV): 24.9597
Electronic energy (Eh): -1397.517483
Molecular weight (g/mol): 425.53

Taken from the Löwdin analysis, the atomic charges in e are: number 1, C, carries -0.065; number 2, C, carries -0.116; number 3, H, carries 0.045; number 4, H, carries 0.052; number 5, C, carries -0.450; number 6, C, carries -0.043; number 7, N, carries 0.044; number 8, C, carries -0.536; number 9, O, carries 0.122; number 10, N, carries -0.003; number 11, C, carries -0.028; number 12, H, carries 0.062; number 13, H, carries 0.170; number 14, C, carries -0.067; number 15, H, carries 0.057; number 16, C, carries -0.126; number 17, C, carries -0.522; number 18, O, carries 0.100; number 19, N, carries 0.173; number 20, H, carries 0.030; number 21, C, carries -0.064; number 22, C, carries -0.334; number 23, C, carries -0.001; number 24, C, carries 0.045; number 25, C, carries -0.273; number 26, O, carries 0.033; number 27, C, carries -0.011; number 28, H, carries 0.171; number 29, H, carries 0.154; number 30, H, carries -0.035; number 31, H, carries 0.071; number 32, H, carries 0.068; number 33, H, carries 0.190; number 34, H, carries 0.085; number 35, C, carries -0.129; number 36, C, carries -0.256; number 37, H, carries 0.216; number 38, H, carries 0.217; number 39, H, carries 0.104; number 40, H, carries 0.126; number 41, H, carries 0.103; number 42, H, carries 0.015; number 43, C, carries -0.065; number 44, C, carries -0.040; number 45, C, carries -0.248; number 46, C, carries 0.068; number 47, C, carries -0.099; number 48, C, carries 0.058; number 49, O, carries -0.023; number 50, H, carries 0.070; number 51, H, carries 0.001; number 52, C, carries -0.062; number 53, H, carries 0.110; number 54, H, carries 0.055; number 55, H, carries 0.096; number 56, H, carries 0.104; number 57, H, carries 0.135; number 58, H, carries 0.126; number 59, H, carries 0.195; number 60, H, carries -0.058; number 61, H, carries 0.104; number 62, H, carries 0.078